ORCA calculation (wB97M-V/def2-TZVPD) on C34H38N6O as an isolated structure in a non-equilibrium geometry.

The geometry in XYZ format:
```
79
Properties=species:S:1:pos:R:3
N -4.86566 2.79670 -0.61862
C 1.51702 -1.22861 4.91564
C 0.75851 0.30620 2.78380
N -1.43194 -1.99435 1.81579
H 4.07439 3.28689 -0.20255
H 4.22310 2.35668 -1.16755
H 1.13837 1.42410 -0.31029
H 1.60254 -1.75352 5.85562
C 4.02416 2.93508 1.92985
H -2.62842 -1.09864 -3.43196
H 4.18570 -1.53209 -3.08317
H 0.25602 -4.86717 2.18097
H -2.33580 -0.68816 -5.99697
C -1.73330 -0.17628 -5.24659
C 0.49710 -1.06341 2.72683
C 0.43425 -0.23869 -4.28081
C 3.66480 1.47920 -1.45864
H -1.85969 -2.19786 -4.43753
C 3.51589 2.94833 0.65760
C 0.36441 0.68722 -0.15414
C -2.79140 3.22493 0.35878
H 0.50858 1.68283 1.34959
C -1.89955 -0.75131 0.17954
H -0.27459 -0.77186 -2.33655
H -2.03371 3.92861 0.67044
H -2.89516 -1.14086 0.33253
C -2.37374 1.86257 0.20932
H 0.58923 -2.46560 1.78891
C -0.25281 0.18966 -1.35348
C -0.29910 -1.15224 -3.35773
N 1.46664 0.92247 3.84564
H 0.55753 -2.89800 3.96541
C -3.32350 0.95093 -0.26622
H -4.24260 4.72835 -0.08048
C -0.60299 -4.22692 2.04469
N 1.65829 0.16497 -1.61802
C 1.52709 2.00253 1.51340
C -1.73022 -1.19019 -4.04266
C -1.11042 -0.23510 1.25082
C -2.65772 -2.50193 1.73261
C -1.89619 -4.67939 1.93536
N 3.30472 2.61385 3.07523
H 1.46709 -0.46802 -4.54300
C 2.05917 2.11985 2.80616
H -3.04037 -0.08155 -0.40839
C 4.34931 0.46007 -2.13754
C 1.79915 0.15229 4.91050
H 5.07895 3.14912 2.01933
O -0.35123 -0.06103 -5.46981
H -1.36618 1.70615 0.56533
C 0.80439 -1.84888 3.89601
H 1.84038 -1.71284 -2.45830
H 5.42873 0.45669 -2.17268
C 2.31373 -0.74746 -2.35636
H 0.51704 0.96181 1.96023
C 2.29241 1.21021 -1.17794
H 0.65623 0.63140 -3.66294
H 1.62939 1.84705 -0.61116
N 0.09990 0.34760 1.03866
H 1.78250 2.61289 -0.55351
H -1.37855 -0.46379 2.27170
H -3.46723 -1.80645 1.56706
H -1.99206 -0.85790 -2.03143
C -4.02873 3.66980 -0.09239
H 2.12760 0.63903 5.81693
C -1.42741 -0.56448 -1.15881
H -3.93470 -4.29841 1.57748
H -2.17377 -5.72304 1.92348
C -4.55843 1.44356 -0.65309
H 0.24726 -2.08797 -3.23940
C -2.97342 -3.83214 1.73537
H 1.49897 2.03698 3.72579
C 2.24825 2.43767 0.40501
C 3.70152 -0.74292 -2.52712
C -0.41713 -2.85757 1.78936
H -0.05857 -1.46836 1.89397
H -5.38605 0.80271 -0.91910
H 0.14487 0.48434 -2.31338
H -2.16280 0.81332 -5.09068
```

Summary:
HOMO level: -5.0 eV
E_LUMO: -0.5 eV
Molar mass: 546.72 g/mol
Energy above the lowest of the compared OMol25 structures with the same formula, charge and spin: 4398.2 kJ/mol
Charge: 0
Orbital gap: 4.59 eV
Max |F|: 15.37 eV Å⁻¹